Arrangement P

The following is a DFT calculation (ωB97M-V with the def2-TZVPD basis set) of a 2-piece molecular cluster, C3F6N2O3 overall.

Properties
molecular weight	226.03	g/mol
charge	0
HOMO energy (alpha / beta)	-8.95 / -8.88	eV
LUMO energy (alpha / beta)	-1.63 / -1.65	eV
Kohn-Sham gap (alpha / beta)	7.3 / 7.2	eV

Last column: Löwdin charge in e.
Element x y z (Å)
C1 0.98 -0.73 0.00  -0.360
C2 -0.42 -0.29 -0.55  -0.239
C3 2.01 0.46 0.11  -0.553
N1 -0.52 0.89 -1.04  0.030
N2 -2.75 0.06 0.70  -0.120
O1 -1.70 1.39 -1.27  -0.136
O2 -2.44 -0.26 1.77  0.291
O3 -3.09 0.46 -0.30  0.294
F1 1.49 -1.78 -0.61  0.152
F2 0.81 -1.31 1.25  0.085
F3 -1.34 -1.32 -0.63  0.054
F4 3.12 -0.05 0.63  0.177
F5 1.52 1.41 0.96  0.142
F6 2.32 1.08 -1.01  0.184

---

Arrangement Q

The following is a DFT calculation (ωB97M-V with the def2-TZVPD basis set) of one molecule with the formula C3F6N2O3.

Properties
molecular weight	226.03	g/mol
charge	0
HOMO energy	-11.32	eV
LUMO energy	-2.65	eV
Kohn-Sham gap	8.7	eV
SMILES	O=N[C@](F)([N+](=O)[O-])C(F)(F)C(F)(F)F

Last column: Löwdin charge in e.
Element x y z (Å)
C1 0.95 0.13 -0.09  -0.401
C2 -0.17 -0.22 0.95  -0.117
C3 0.61 -0.02 -1.64  -0.591
N1 -0.67 -1.51 0.85  0.089
N2 -1.40 0.74 0.65  -0.319
O1 -1.68 0.89 -0.53  0.123
O2 -0.97 -2.26 1.79  0.132
O3 -1.85 1.21 1.58  0.212
F1 1.38 1.39 0.05  0.160
F2 1.99 -0.60 0.18  0.192
F3 0.31 0.43 2.35  -0.044
F4 -0.43 -0.88 -1.75  0.133
F5 0.31 1.18 -2.10  0.181
F6 1.61 -0.48 -2.28  0.249

---

The calculated energies rank the structures as follows, beginning with the most stable: arrangement Q, arrangement P.

---

Arrangement P

The following is a DFT calculation (ωB97M-V with the def2-TZVPD basis set) of an isolated ion of composition C4H6NO4S and charge -1.

Properties
molecular weight	164.16	g/mol
charge	-1
HOMO energy	-5.89	eV
LUMO energy	3.63	eV
Kohn-Sham gap	9.5	eV
SMILES	C[C@H](O)[C@@H](C#N)S(=O)(=O)[O-]

Last column: Löwdin charge in e.
Element x y z (Å)
C1 -0.02 1.57 1.04  -0.288
C2 -1.64 0.15 -1.37  -0.060
C3 0.59 0.70 0.15  -0.241
C4 -0.55 -0.54 -0.58  -0.374
N1 -0.53 2.31 1.76  0.146
O1 1.07 -1.22 1.88  -0.341
O2 2.27 -1.24 -0.25  -0.359
O3 2.87 0.40 1.46  -0.349
O4 -1.08 -1.26 0.46  -0.057
S1 1.83 -0.45 0.89  0.433
H1 -1.25 0.56 -2.30  0.073
H2 -2.41 -0.59 -1.60  0.076
H3 -2.09 0.94 -0.79  0.073
H4 1.10 1.19 -0.67  0.117
H5 0.16 -1.11 -1.19  0.112
H6 -0.33 -1.42 1.11  0.040

---

Arrangement Q

The following is a DFT calculation (ωB97M-V with the def2-TZVPD basis set) of an isolated ion of composition C4H6NO4S and charge -1.

Properties
molecular weight	164.16	g/mol
charge	-1
HOMO energy	-3.76	eV
LUMO energy	3.77	eV
Kohn-Sham gap	7.5	eV
SMILES	CN1CC=[S@@](=O)([O-])OC1=O

Last column: Löwdin charge in e.
Element x y z (Å)
C1 0.29 -0.27 2.30  -0.584
C2 -0.41 0.79 0.13  -0.317
C3 -1.90 1.23 0.49  -0.280
C4 0.32 -1.63 0.14  -0.073
N1 0.05 -0.41 0.83  -0.124
O1 -0.29 0.74 2.85  -0.074
O2 0.98 -1.04 2.93  0.065
O3 -0.73 3.12 2.08  -0.343
O4 -2.57 1.78 3.00  -0.335
S1 -1.47 1.89 2.10  0.641
H1 -0.41 0.63 -0.94  0.087
H2 0.22 1.70 0.39  0.098
H3 -2.04 2.17 -0.13  0.033
H4 0.71 -1.39 -0.80  0.056
H5 0.98 -2.20 0.69  0.053
H6 -0.67 -2.09 0.04  0.097

---

The calculated energies rank the structures as follows, beginning with the most stable: arrangement P, arrangement Q.

---

Arrangement P

The following is a DFT calculation (ωB97M-V with the def2-TZVPD basis set) of a 25-piece molecular cluster, C25H100O25 overall.

Properties
molecular weight	801.05	g/mol
charge	0
HOMO energy	-9.48	eV
LUMO energy	0.50	eV
Kohn-Sham gap	10.0	eV

Last column: Löwdin charge in e.
Element x y z (Å)
C1 12.75 19.06 5.80  -0.132
O1 12.36 18.32 6.97  -0.156
H1 13.03 18.25 5.07  0.091
H2 11.92 19.62 5.45  0.061
H3 13.66 19.63 6.04  0.080
H4 13.18 18.20 7.47  0.035
C2 14.25 9.94 17.58  -0.109
O2 13.27 10.34 16.60  -0.136
H5 14.46 8.91 17.57  0.052
H6 15.19 10.44 17.30  0.094
H7 14.00 10.25 18.55  0.065
H8 13.53 10.01 15.74  0.031
C3 15.59 12.41 13.89  -0.070
O3 15.50 13.66 14.71  -0.170
H9 16.62 11.99 14.03  0.092
H10 14.92 11.65 14.23  0.044
H11 15.46 12.62 12.81  0.078
H12 14.58 13.99 14.53  0.045
C4 10.27 16.68 15.18  -0.101
O4 11.27 15.89 15.86  -0.173
H13 9.36 16.80 15.80  0.102
H14 10.65 17.55 14.79  0.048
H15 9.91 16.10 14.32  0.058
H16 11.71 16.61 16.43  0.100
C5 9.31 13.73 18.06  -0.126
O5 10.48 13.17 18.63  -0.135
H17 8.67 14.06 18.93  0.098
H18 9.52 14.69 17.56  0.067
H19 8.80 13.06 17.39  0.072
H20 10.84 12.69 17.87  0.057
C6 11.40 20.09 12.67  -0.148
O6 11.79 18.79 12.25  -0.173
H21 10.55 20.47 12.15  0.071
H22 11.16 20.10 13.75  0.078
H23 12.23 20.82 12.65  0.082
H24 12.63 18.80 11.70  0.044
C7 16.36 18.34 8.31  -0.090
O7 15.12 17.74 8.72  -0.172
H25 16.52 19.25 8.92  0.071
H26 17.17 17.63 8.62  0.099
H27 16.39 18.56 7.26  0.069
H28 15.09 16.76 8.77  0.069
C8 9.80 8.79 12.51  -0.187
O8 10.19 9.67 13.51  -0.098
H29 10.45 8.84 11.59  0.080
H30 9.78 7.76 12.89  0.084
H31 8.81 8.99 12.12  0.071
H32 9.67 10.45 13.40  0.042
C9 13.64 20.26 9.80  -0.090
O9 13.66 19.01 10.51  -0.163
H33 13.13 21.00 10.37  0.063
H34 14.64 20.62 9.48  0.092
H35 13.01 20.12 8.91  0.079
H36 14.16 18.41 9.94  0.027
C10 13.27 9.31 11.21  -0.185
O10 14.50 9.93 11.37  -0.135
H37 12.57 9.63 11.98  0.069
H38 12.88 9.43 10.18  0.097
H39 13.36 8.24 11.34  0.073
H40 14.94 9.75 10.50  0.062
C11 11.33 12.54 15.16  -0.091
O11 10.74 11.69 16.21  -0.180
H41 11.50 11.87 14.30  0.082
H42 10.68 13.39 14.97  0.074
H43 12.31 12.84 15.54  0.070
H44 11.36 10.96 16.50  0.085
C12 14.05 7.85 14.47  -0.077
O12 14.39 9.26 14.21  -0.132
H45 13.06 7.58 14.22  0.064
H46 14.61 7.10 13.97  0.070
H47 14.29 7.73 15.53  0.075
H48 14.72 9.32 13.34  0.016
C13 18.73 14.48 10.66  -0.186
O13 17.43 14.51 10.24  -0.146
H49 19.21 15.47 10.76  0.089
H50 18.78 14.01 11.72  0.109
H51 19.38 13.84 10.04  0.078
H52 16.93 15.09 10.85  0.061
C14 7.86 16.11 12.64  -0.173
O14 8.98 15.35 12.28  -0.148
H53 8.16 17.11 13.03  0.081
H54 7.10 16.31 11.87  0.080
H55 7.36 15.54 13.44  0.089
H56 9.55 15.84 11.72  0.027
C15 9.92 17.80 9.42  -0.144
O15 9.62 17.76 10.82  -0.153
H57 9.31 18.58 8.85  0.095
H58 10.95 18.11 9.13  0.063
H59 9.75 16.83 8.97  0.064
H60 10.43 17.95 11.34  0.044
C16 12.00 18.48 18.84  -0.098
O16 10.90 17.69 18.29  -0.145
H61 11.76 19.09 19.68  0.068
H62 12.90 17.85 18.79  0.082
H63 12.06 19.16 17.99  0.071
H64 10.81 16.95 18.88  0.038
C17 16.97 16.40 15.81  -0.150
O17 17.14 15.79 14.57  -0.151
H65 17.25 15.79 16.66  0.077
H66 17.52 17.31 15.89  0.071
H67 15.89 16.58 16.00  0.084
H68 16.77 14.88 14.66  0.068
C18 15.11 16.51 12.25  -0.049
O18 16.58 16.53 12.08  -0.128
H69 14.83 17.06 13.11  0.087
H70 14.70 17.07 11.46  0.038
H71 14.75 15.51 12.31  0.052
H72 16.93 16.35 12.93  0.006
C19 17.39 13.35 7.21  -0.102
O19 16.37 12.93 8.12  -0.165
H73 17.12 12.80 6.28  0.097
H74 17.37 14.46 7.12  0.096
H75 18.37 12.97 7.48  0.076
H76 16.51 13.37 8.97  0.041
C20 8.74 13.03 10.18  -0.167
O20 9.33 12.35 11.27  -0.114
H77 8.98 14.13 10.15  0.077
H78 9.06 12.53 9.25  0.079
H79 7.65 12.96 10.16  0.074
H80 8.92 12.66 12.05  0.044
C21 18.08 19.96 11.92  -0.159
O21 18.01 19.09 10.79  -0.160
H81 17.68 20.95 11.72  0.066
H82 17.47 19.55 12.77  0.084
H83 19.16 20.04 12.29  0.090
H84 17.51 18.29 11.08  0.052
C22 13.31 14.91 18.33  -0.194
O22 12.28 15.00 19.25  -0.142
H85 13.52 13.86 17.96  0.102
H86 13.22 15.69 17.52  0.065
H87 14.23 15.18 18.83  0.064
H88 11.56 14.33 19.08  0.041
C23 16.81 9.60 8.43  -0.183
O23 15.67 10.37 8.75  -0.186
H89 16.57 8.48 8.53  0.098
H90 17.10 9.73 7.35  0.078
H91 17.71 9.85 9.03  0.079
H92 15.89 11.36 8.52  0.079
C24 12.53 14.64 12.84  -0.092
O24 13.09 14.93 14.17  -0.156
H93 11.48 14.39 12.91  0.064
H94 12.55 15.53 12.11  0.079
H95 13.06 13.83 12.39  0.069
H96 12.41 15.17 14.81  0.011
C25 12.97 14.98 9.43  -0.099
O25 14.35 15.14 9.25  -0.122
H97 12.42 15.20 8.57  0.068
H98 12.77 13.96 9.87  0.117
H99 12.77 15.67 10.19  0.041
H100 14.76 14.39 8.82  0.063

---

Arrangement Q

The following is a DFT calculation (ωB97M-V with the def2-TZVPD basis set) of a 25-piece molecular cluster, C25H100O25 overall.

Properties
molecular weight	801.05	g/mol
charge	0
HOMO energy	-9.05	eV
LUMO energy	0.04	eV
Kohn-Sham gap	9.1	eV

Last column: Löwdin charge in e.
Element x y z (Å)
C1 1.27 -2.51 -1.37  -0.126
O1 2.18 -3.10 -2.30  -0.117
H1 1.20 -1.45 -1.60  0.060
H2 0.26 -2.88 -1.48  0.064
H3 1.64 -2.62 -0.35  0.087
H4 2.10 -4.05 -2.19  0.094
C2 4.71 -1.19 -0.87  -0.136
O2 4.49 -1.58 -2.25  -0.135
H5 4.00 -0.42 -0.57  0.066
H6 4.77 -2.06 -0.21  0.077
H7 5.71 -0.77 -0.72  0.067
H8 3.68 -2.09 -2.24  0.002
C3 0.78 0.03 6.39  -0.127
O3 0.91 1.15 7.32  -0.131
H9 -0.22 -0.07 5.97  0.056
H10 1.40 0.18 5.50  0.054
H11 1.03 -0.91 6.88  0.084
H12 0.60 0.86 8.18  0.060
C4 -4.31 -5.05 1.24  -0.086
O4 -3.65 -4.37 2.33  -0.164
H13 -5.19 -4.43 1.07  0.087
H14 -3.65 -5.03 0.37  0.070
H15 -4.58 -6.07 1.52  0.080
H16 -2.77 -4.76 2.42  0.020
C5 -2.54 -5.82 5.14  -0.166
O5 -1.55 -4.87 5.03  -0.113
H17 -3.52 -5.65 4.69  0.076
H18 -2.17 -6.76 4.73  0.082
H19 -2.76 -5.95 6.20  0.089
H20 -1.16 -4.83 4.16  0.055
C6 5.45 2.65 -2.24  -0.134
O6 5.33 3.72 -3.22  -0.131
H21 4.52 2.09 -2.18  0.066
H22 6.27 1.96 -2.44  0.077
H23 5.74 3.12 -1.30  0.065
H24 5.01 3.26 -4.00  0.064
C7 -0.51 -4.34 1.27  -0.121
O7 -1.00 -5.31 2.17  -0.119
H25 -1.07 -4.32 0.34  0.063
H26 -0.70 -3.37 1.74  0.089
H27 0.51 -4.41 0.89  0.082
H28 -0.86 -6.18 1.79  0.110
C8 2.69 4.40 0.26  -0.107
O8 2.22 3.05 0.26  -0.151
H29 3.59 4.44 0.87  0.074
H30 2.99 4.66 -0.76  0.084
H31 1.98 5.15 0.61  0.076
H32 1.77 3.00 -0.59  0.028
C9 -2.45 -1.89 6.99  -0.167
O9 -1.85 -3.15 7.25  -0.126
H33 -3.51 -1.93 6.76  0.074
H34 -2.23 -1.16 7.76  0.075
H35 -1.95 -1.55 6.08  0.053
H36 -1.85 -3.61 6.40  0.016
C10 1.58 2.70 -3.20  -0.126
O10 0.68 2.98 -2.15  -0.138
H37 2.30 3.49 -3.45  0.082
H38 2.11 1.79 -2.93  0.081
H39 1.02 2.53 -4.11  0.069
H40 0.10 3.66 -2.48  0.025
C11 -2.74 1.80 -3.21  -0.120
O11 -1.59 1.32 -3.87  -0.146
H41 -2.70 1.34 -2.22  0.070
H42 -2.71 2.88 -3.06  0.077
H43 -3.57 1.44 -3.81  0.094
H44 -1.76 0.39 -4.03  0.025
C12 -1.16 -1.97 -4.19  -0.122
O12 -2.07 -1.16 -4.91  -0.126
H45 -1.10 -1.71 -3.13  0.062
H46 -1.44 -3.02 -4.20  0.092
H47 -0.19 -1.88 -4.70  0.079
H48 -2.37 -1.69 -5.65  0.101
C13 -5.13 1.28 0.46  -0.144
O13 -5.04 2.28 1.44  -0.120
H49 -5.68 0.41 0.81  0.089
H50 -5.60 1.72 -0.41  0.084
H51 -4.14 0.99 0.12  0.074
H52 -5.93 2.58 1.64  0.108
C14 4.96 2.03 1.55  -0.129
O14 3.74 1.37 1.80  -0.149
H53 4.84 2.56 0.61  0.049
H54 5.25 2.68 2.38  0.091
H55 5.73 1.28 1.38  0.072
H56 3.04 1.79 1.29  0.027
C15 0.52 2.08 3.40  -0.146
O15 -0.34 1.05 3.02  -0.140
H57 1.50 1.60 3.40  0.068
H58 0.57 2.82 2.61  0.063
H59 0.45 2.56 4.38  0.085
H60 -1.18 1.43 2.78  0.020
C16 0.21 0.31 -0.02  -0.116
O16 -0.48 -0.71 0.75  -0.141
H61 1.29 0.22 0.13  0.074
H62 0.05 0.26 -1.10  0.063
H63 -0.17 1.30 0.24  0.065
H64 -0.31 -0.59 1.68  0.022
C17 -2.86 -2.17 -0.98  -0.149
O17 -3.71 -2.88 -1.87  -0.121
H65 -3.26 -2.11 0.04  0.068
H66 -1.91 -2.69 -0.88  0.048
H67 -2.73 -1.14 -1.33  0.068
H68 -4.48 -2.37 -2.14  0.074
C18 -2.11 3.43 1.25  -0.142
O18 -2.45 2.26 1.94  -0.131
H69 -2.61 3.40 0.29  0.067
H70 -2.54 4.33 1.68  0.086
H71 -1.04 3.62 1.11  0.077
H72 -3.41 2.24 1.99  0.032
C19 6.00 -1.12 3.05  -0.164
O19 4.64 -1.15 2.87  -0.132
H73 6.23 -2.01 3.63  0.091
H74 6.58 -1.03 2.13  0.075
H75 6.32 -0.27 3.65  0.081
H76 4.29 -0.31 2.56  0.049
C20 -1.44 5.84 -1.75  -0.103
O20 -0.95 5.07 -2.87  -0.136
H77 -2.37 5.48 -1.31  0.079
H78 -0.67 6.01 -1.00  0.080
H79 -1.65 6.84 -2.14  0.080
H80 -0.34 5.60 -3.39  0.100
C21 1.89 -2.01 3.36  -0.176
O21 2.70 -2.98 2.79  -0.131
H81 0.94 -2.40 3.72  0.080
H82 2.44 -1.60 4.21  0.075
H83 1.71 -1.24 2.61  0.068
H84 3.60 -2.65 2.82  0.032
C22 2.61 -0.69 -5.09  -0.174
O22 2.50 0.62 -5.59  -0.128
H85 2.19 -1.39 -5.81  0.081
H86 3.61 -0.95 -4.75  0.072
H87 2.07 -0.77 -4.15  0.054
H88 1.65 0.60 -6.02  0.006
C23 -0.51 0.77 -7.79  -0.142
O23 0.02 0.72 -6.52  -0.126
H89 -0.51 1.80 -8.14  0.084
H90 0.01 0.06 -8.44  0.090
H91 -1.55 0.47 -7.83  0.078
H92 -0.67 0.98 -5.90  0.055
C24 -3.27 -0.92 3.14  -0.154
O24 -3.77 -2.06 3.80  -0.120
H93 -2.19 -0.97 3.07  0.064
H94 -3.72 -0.84 2.15  0.061
H95 -3.47 0.00 3.69  0.083
H96 -3.59 -2.84 3.27  0.016
C25 -2.50 3.82 -6.22  -0.159
O25 -1.23 3.48 -5.75  -0.133
H97 -3.05 4.33 -5.42  0.075
H98 -2.40 4.46 -7.09  0.084
H99 -3.03 2.90 -6.48  0.075
H100 -1.31 3.05 -4.89  0.018

---

The calculated energies rank the structures as follows, beginning with the most stable: arrangement P, arrangement Q.

---

Arrangement P

The following is a DFT calculation (ωB97M-V with the def2-TZVPD basis set) of C11H22NOP as an isolated structure.

Properties
molecular weight	215.28	g/mol
charge	0
HOMO energy	-8.27	eV
LUMO energy	0.84	eV
Kohn-Sham gap	9.1	eV

Last column: Löwdin charge in e.
Element x y z (Å)
C1 3.06 0.47 0.04  -0.165
C2 2.35 -0.34 0.79  -0.205
C3 2.66 0.86 -1.37  -0.259
C4 1.61 -0.07 -1.98  -0.249
C5 2.49 -0.89 2.15  -0.118
C6 -0.65 1.79 1.16  -0.044
C7 -1.90 1.98 -1.03  -0.046
C8 -1.53 -1.60 1.43  -0.060
C9 -2.60 -1.75 -0.85  -0.054
C10 -0.74 1.31 -0.29  -0.442
C11 -1.94 -0.83 0.18  -0.438
N1 -0.80 -0.13 -0.43  -0.201
O1 0.44 -2.39 -0.95  -0.328
P1 0.63 -0.96 -0.68  0.787
H1 3.98 0.94 0.39  0.106
H2 2.29 1.89 -1.34  0.099
H3 3.55 0.86 -2.00  0.105
H4 0.96 0.44 -2.68  0.088
H5 2.10 -0.90 -2.50  0.090
H6 2.15 -1.92 2.17  0.073
H7 1.88 -0.32 2.85  0.069
H8 3.53 -0.85 2.48  0.077
H9 -0.51 2.86 1.18  0.083
H10 -1.55 1.54 1.71  0.077
H11 0.20 1.32 1.64  0.061
H12 -1.68 3.03 -1.21  0.079
H13 -2.82 1.92 -0.45  0.075
H14 -2.07 1.49 -1.99  0.080
H15 -2.41 -2.03 1.91  0.082
H16 -0.85 -2.40 1.16  0.065
H17 -1.04 -0.94 2.14  0.068
H18 -1.93 -2.56 -1.11  0.064
H19 -2.84 -1.19 -1.75  0.075
H20 -3.52 -2.16 -0.43  0.078
H21 0.19 1.61 -0.79  0.104
H22 -2.66 -0.06 0.46  0.126

---

Arrangement Q

The following is a DFT calculation (ωB97M-V with the def2-TZVPD basis set) of one molecule with the formula C11H22NOP.

Properties
molecular weight	215.28	g/mol
charge	0
HOMO energy (alpha / beta)	-7.07 / -7.47	eV
LUMO energy (alpha / beta)	-0.69 / 0.65	eV
Kohn-Sham gap (alpha / beta)	6.4 / 8.1	eV

Last column: Löwdin charge in e.
Element x y z (Å)
C1 3.49 0.35 0.29  -0.175
C2 3.53 0.29 -0.98  -0.074
C3 2.73 1.39 1.11  -0.257
C4 1.27 0.98 1.47  -0.255
C5 3.93 0.14 -2.33  -0.108
C6 -0.83 -2.61 0.07  -0.051
C7 -1.89 -1.41 2.02  -0.059
C8 -1.90 0.43 -1.99  -0.103
C9 -3.06 1.25 0.03  -0.066
C10 -0.87 -1.33 0.93  -0.510
C11 -2.31 0.15 -0.59  -0.496
N1 -1.14 -0.08 0.26  -0.241
O1 -0.12 2.34 -0.50  -0.420
P1 0.24 0.88 -0.15  0.886
H1 3.60 -0.60 0.90  0.122
H2 3.24 1.63 2.00  0.087
H3 2.70 2.27 0.58  0.075
H4 1.07 0.10 2.12  0.065
H5 0.73 1.89 1.97  0.116
H6 3.22 -0.25 -2.94  0.028
H7 4.90 -0.29 -2.38  0.069
H8 4.16 1.25 -2.79  0.142
H9 0.12 -2.71 -0.54  0.085
H10 -0.89 -3.54 0.72  0.095
H11 -1.59 -2.60 -0.70  0.055
H12 -2.04 -2.41 2.48  0.088
H13 -2.91 -1.07 1.75  0.070
H14 -1.43 -0.56 2.66  0.115
H15 -1.37 1.44 -2.07  0.083
H16 -1.28 -0.37 -2.24  0.048
H17 -2.83 0.45 -2.62  0.106
H18 -2.52 2.20 0.25  0.099
H19 -3.42 0.80 1.01  0.096
H20 -3.79 1.60 -0.57  0.038
H21 0.14 -1.15 1.31  0.085
H22 -2.87 -0.87 -0.56  0.162

---

The calculated energies rank the structures as follows, beginning with the most stable: arrangement P, arrangement Q.